C8H24BrIMnO4 as an isolated structure. Source: OMol25; level of theory: the ωB97M-V functional and the def2-TZVPD basis.

Computed properties:
2S+1 = 6
Total energy = -126335.815 eV
Maximum force = 2.458 eV/A
Relative energy (zero: lowest compared OMol25 entry of this formula, charge and spin) = 567.1 kJ/mol
HOMO energy (alpha / beta) = -0.3056 / -0.3059 Ha

Last column: Löwdin spin population.
Element x y z (Å)
Mn1 -25.75 24.85 4.38  4.996
Br1 -27.28 27.62 2.56  -0.018
I1 -24.11 22.48 6.39  -0.035
C1 -26.92 25.88 9.16  0.000
C2 -27.97 25.44 8.19  0.001
O1 -27.46 25.87 6.88  0.012
H1 -25.98 25.35 8.97  0.000
H2 -27.18 25.69 10.20  0.000
H3 -26.68 26.94 9.03  0.000
H4 -28.94 25.90 8.36  0.000
H5 -28.12 24.36 8.24  0.000
H6 -27.93 26.68 6.68  0.000
C3 -21.79 27.47 6.62  0.000
C4 -23.31 27.38 6.69  0.001
O2 -23.74 27.06 5.36  0.014
H7 -21.29 26.54 6.37  0.000
H8 -21.42 27.84 7.57  0.000
H9 -21.44 28.13 5.82  0.000
H10 -23.89 28.27 6.97  0.000
H11 -23.36 26.47 7.28  0.000
H12 -23.64 27.84 4.80  0.000
C5 -21.87 23.87 0.55  0.000
C6 -22.98 24.92 0.95  0.000
O3 -23.83 24.33 1.88  0.012
H13 -21.57 23.36 1.46  0.000
H14 -20.95 24.27 0.13  0.000
H15 -22.25 23.16 -0.19  0.000
H16 -23.52 25.21 0.05  0.000
H17 -22.62 25.86 1.38  0.000
H18 -24.18 23.57 1.41  0.000
C7 -30.29 23.14 3.67  0.000
C8 -29.12 22.20 3.75  0.001
O4 -27.96 22.94 3.15  0.014
H19 -31.17 22.58 3.98  0.000
H20 -30.50 23.60 2.71  0.000
H21 -30.17 23.91 4.43  0.000
H22 -29.32 21.31 3.16  0.000
H23 -29.05 22.03 4.83  0.000
H24 -27.75 22.55 2.30  0.000